180
Properties=species:S:1:pos:R:3:forces:R:3 method="wB97M-V/def2-TZVPD" lumo_energy_ev=-11.6626 spin_multiplicity=1 charge=+8 homo_ev=-20.20
C -5.840430 10.481202 2.500873 0.613 0.542 1.667
C -7.043962 10.016400 1.770713 1.517 -1.385 -0.796
N -8.151367 9.530714 2.630618 -0.850 -1.212 2.984
C -9.121285 10.334300 3.157414 -1.959 0.299 -1.496
C -10.041501 9.578168 3.853419 0.183 0.381 1.310
N -9.543146 8.310722 4.098495 3.092 2.079 -3.738
C -8.314383 8.356257 3.343337 -1.569 -1.004 -0.733
C -10.090778 7.110629 4.786083 0.828 -0.769 -0.301
H -6.147800 11.329646 3.112244 0.394 0.192 0.100
H -5.095739 10.815083 1.778344 -0.042 0.052 0.061
H -5.378952 9.753650 3.168567 -0.069 -0.145 -0.066
H -6.675015 9.218708 1.125984 -0.737 -0.498 0.036
H -7.137665 10.853429 1.078829 -2.066 -0.089 0.183
H -9.243903 11.306672 2.703703 -0.184 0.149 0.494
H -10.972806 9.889327 4.303135 0.084 0.125 -0.069
H -7.774273 7.462755 3.067021 0.101 0.019 0.421
H -9.521997 7.014966 5.710975 -0.306 -0.268 -0.069
H -9.974764 6.249616 4.127838 0.945 0.015 -0.022
H -11.155367 6.941244 4.947498 -0.227 1.703 0.165
C 3.335753 9.014416 2.436538 0.484 0.263 -0.837
C 4.266351 9.850295 1.414110 -1.860 -1.051 0.280
N 3.492667 10.273722 0.169842 0.332 -2.311 -3.361
C 2.558330 11.251614 0.029439 -0.255 0.640 -0.895
C 2.130858 11.349200 -1.300218 1.842 -2.050 0.651
N 2.820518 10.280008 -2.012891 -0.430 2.062 3.393
C 3.614345 9.662659 -1.104130 -0.300 1.757 1.407
C 2.869046 10.152097 -3.461567 1.755 -1.066 -0.623
H 3.913690 8.424258 3.147747 0.494 0.717 0.211
H 2.794284 8.194588 1.964531 -0.041 0.259 -0.822
H 2.570411 9.581204 2.966727 0.370 0.346 -0.032
H 5.058987 9.178323 1.085047 -0.035 0.251 -0.175
H 4.713548 10.758959 1.817168 -0.191 -0.171 0.188
H 2.372102 11.817988 0.929943 -0.491 0.389 -0.399
H 1.545704 12.065707 -1.857552 -0.126 -0.131 0.316
H 4.387801 8.946831 -1.340265 -0.230 -0.090 0.022
H 3.927138 10.158069 -3.723354 0.153 0.453 -0.058
H 2.419988 10.948704 -4.054748 -0.442 -0.150 0.638
H 2.624002 9.138448 -3.778708 -0.885 0.225 0.083
C -7.259736 4.860977 -3.970132 0.401 -0.213 -0.030
C -6.249678 5.519272 -4.987409 -1.533 -0.783 1.050
N -5.240092 4.569099 -5.483461 0.444 -1.383 -2.788
C -5.252206 3.186596 -5.432847 0.528 -1.840 1.291
C -4.129229 2.637187 -6.011487 -0.507 1.920 0.806
N -3.448981 3.728322 -6.486909 -1.398 1.465 -1.563
C -4.246584 4.847945 -6.365968 1.908 -1.449 1.672
C -2.163548 3.773744 -7.201323 -0.529 0.407 -0.022
H -8.233245 5.351152 -3.960286 0.445 0.800 0.184
H -6.815616 4.792132 -2.977100 -0.152 0.418 0.081
H -7.634874 3.850654 -4.133236 0.643 -0.255 -0.849
H -5.672167 6.288504 -4.474705 -0.321 0.157 -0.174
H -6.853450 5.924815 -5.799246 0.478 0.038 -0.203
H -5.889233 2.531929 -4.856654 -0.550 0.781 0.054
H -3.722388 1.637207 -5.981153 -0.215 0.144 -0.202
H -3.916336 5.776485 -6.807733 -0.426 0.218 0.329
H -1.390884 3.642031 -6.443855 0.186 -0.061 -0.428
H -2.123781 4.765722 -7.651300 0.396 -0.050 0.129
H -2.122669 3.068502 -8.031418 0.001 -0.222 0.360
C -1.418815 3.944698 -0.113244 -1.167 -1.245 -0.365
C -0.718411 2.592390 -0.480335 0.688 2.816 -0.107
C -1.035507 1.528910 0.494715 0.273 -0.617 1.102
C -0.345894 0.240844 0.067768 -1.498 -1.481 0.407
N -1.125107 -1.031919 0.503057 1.020 -0.533 -1.230
C -0.229053 -2.262224 0.095070 -0.955 1.083 0.818
C 0.804319 -2.307813 1.149765 0.150 -0.200 1.661
C 0.150661 -1.709268 2.495307 2.869 -0.554 -1.185
C -1.157186 -1.164169 2.080596 -0.414 -1.197 -1.530
C -2.467612 -1.202540 -0.295511 0.947 1.638 2.039
H -2.445742 3.711718 -0.394688 -0.439 0.588 0.227
H -1.154653 4.864674 -0.634751 0.463 -0.398 -0.191
H -1.427901 4.150857 0.957043 0.250 -0.130 0.013
H 0.339593 2.853383 -0.455346 0.341 -0.631 -0.273
H -0.996340 2.273539 -1.484915 0.068 0.172 -0.114
H -2.111967 1.450761 0.647118 -0.170 -0.367 -0.403
H -0.688993 1.812644 1.488458 0.216 0.088 0.070
H 0.640266 0.073259 0.500790 -0.009 0.522 -0.197
H -0.322690 0.146412 -1.017888 0.271 0.163 0.015
H -0.856679 -3.151532 0.152487 -0.132 0.208 -0.443
H 0.281035 -2.109009 -0.855955 -0.826 0.012 -0.292
H 1.070412 -3.362130 1.225216 0.641 0.251 0.333
H 1.626964 -1.678375 0.810396 0.362 -0.417 0.504
H 0.087849 -2.378018 3.353756 -0.295 -0.407 -0.418
H 0.821123 -0.937706 2.873809 0.032 0.213 -0.209
H -1.810891 -2.033830 2.147305 -1.004 0.854 0.771
H -1.229766 -0.266092 2.694024 -1.559 0.137 -0.789
H -2.835288 -2.219144 -0.156124 -0.004 0.294 -0.084
H -2.347685 -0.876597 -1.328708 0.427 -0.492 0.054
H -3.076827 -0.432289 0.177415 -0.648 -0.508 -0.121
C -0.974526 -8.802011 -4.668045 -1.040 0.005 -0.424
C -1.022081 -10.021268 -5.631544 -0.696 0.884 -0.366
C -2.235763 -10.007950 -6.691493 0.599 0.925 -0.028
C -2.183335 -8.803190 -7.685235 -0.317 -1.025 -0.440
N -3.483410 -8.537589 -8.561312 0.297 -1.887 -0.621
C -3.177667 -7.570610 -9.711110 0.118 -0.640 0.639
C -2.722274 -8.442104 -10.884614 0.079 -0.045 -0.774
C -2.954378 -9.943911 -10.544027 0.498 1.615 2.043
C -3.939991 -9.781891 -9.377012 0.597 -1.068 -0.554
C -4.639739 -8.069789 -7.803929 -1.023 1.221 0.236
H -1.978973 -8.617154 -4.287237 -0.097 -0.231 0.445
H -0.762475 -7.856996 -5.168126 0.372 -0.092 -0.409
H -0.280549 -8.853308 -3.829067 -0.015 -0.455 -0.149
H -1.097544 -10.976733 -5.112417 -0.139 0.198 0.234
H -0.050992 -10.054245 -6.125494 -0.162 -0.140 -0.497
H -3.234409 -9.921284 -6.263374 0.191 -0.401 0.804
H -2.176246 -10.968045 -7.204101 -0.116 0.149 -0.234
H -1.391243 -9.013274 -8.403949 -0.020 0.449 -0.086
H -1.987291 -7.883383 -7.134203 -0.156 0.102 -0.273
H -4.116109 -7.058966 -9.924771 0.213 0.127 0.072
H -2.407662 -6.892171 -9.343808 -0.213 0.164 -0.162
H -3.325171 -8.194205 -11.758205 0.244 0.193 -0.055
H -1.675578 -8.216664 -11.088822 -0.116 -0.209 -0.305
H -3.375436 -10.561866 -11.337084 0.392 0.081 0.120
H -2.028183 -10.293413 -10.087819 0.071 -0.699 -0.698
H -4.885131 -9.652369 -9.904295 -0.401 0.799 0.856
H -4.022817 -10.677404 -8.761146 0.041 0.303 0.304
H -5.448623 -7.979609 -8.528967 -0.115 -0.118 0.176
H -4.471899 -7.053473 -7.447516 0.282 -0.044 0.162
H -5.005519 -8.670963 -6.971522 0.556 -0.380 -0.212
C 8.941753 0.316837 -3.006067 -0.187 0.813 -0.688
N 8.783937 1.647182 -3.711468 -1.267 0.759 0.210
C 9.956414 2.498774 -3.281042 -0.302 -0.189 -0.249
C 8.802734 1.532131 -5.256888 0.134 -0.762 0.948
C 7.408685 2.241187 -3.233032 2.213 0.542 -0.171
C 6.165723 1.392318 -3.402699 -0.846 2.266 1.377
O 6.088129 0.720556 -4.556628 0.817 -2.174 -2.616
H 8.917360 0.567668 -1.945611 0.165 -0.357 -0.035
H 9.901711 -0.094471 -3.318190 -0.222 -0.274 0.178
H 8.078870 -0.287485 -3.285948 0.375 -0.227 0.014
H 9.887453 3.523155 -3.647085 -0.217 -0.148 -0.135
H 10.802409 1.999999 -3.753913 0.231 0.291 0.376
H 10.034746 2.502078 -2.193866 0.023 -0.080 -0.127
H 8.378719 0.543547 -5.433060 0.143 0.286 -0.501
H 9.841309 1.613449 -5.577596 -0.122 -0.256 0.030
H 8.227674 2.305497 -5.766113 -0.102 -0.002 0.499
H 7.387668 3.230750 -3.689580 -0.373 -0.278 -0.648
H 7.521768 2.520938 -2.185628 0.130 -0.492 0.228
H 5.411471 2.168462 -3.532328 -0.472 0.426 1.105
H 5.938071 0.807905 -2.511211 0.231 -0.172 0.089
H 5.379610 0.072830 -4.550023 -0.010 -0.005 -0.034
C 2.275263 -9.618022 7.094471 0.814 -0.237 -0.592
N 3.065584 -10.678943 6.358274 0.090 1.511 -1.258
C 2.222791 -11.160276 5.093850 0.954 -0.429 2.687
C 4.302096 -9.981482 5.711819 -0.325 -0.739 0.563
C 3.547949 -11.843522 7.337756 -0.317 1.132 -0.937
C 2.533889 -12.193741 8.422625 -1.468 -1.200 -1.482
O 1.339259 -12.689152 7.726864 0.918 0.728 0.275
H 1.842774 -8.946023 6.353214 -0.063 -0.143 0.006
H 3.024917 -9.048089 7.643366 -0.428 -0.070 0.528
H 1.493189 -10.087245 7.691365 0.237 0.249 -0.092
H 2.913427 -11.937571 4.766849 -0.851 -0.134 -0.805
H 2.030096 -10.338879 4.403725 0.514 -0.025 0.174
H 1.285957 -11.502318 5.533670 0.163 -0.476 -0.377
H 4.964251 -9.649372 6.511416 -0.033 -0.053 -0.130
H 4.041142 -9.151476 5.055239 -0.612 0.095 0.461
H 4.815431 -10.662644 5.033134 0.001 -0.405 0.448
H 4.501258 -11.550441 7.777517 -0.121 0.422 0.012
H 3.801664 -12.602701 6.597903 -0.398 -0.606 0.550
H 2.169320 -11.389516 9.061687 0.879 0.238 0.059
H 2.900552 -13.018088 9.034276 0.457 0.211 0.067
H 0.635554 -12.633035 8.377442 -0.355 -0.344 -0.027
C 2.787320 3.031684 10.336211 -2.354 -0.503 -0.972
N 2.540956 1.437454 10.148286 2.966 2.524 0.785
C 1.961683 1.040165 11.534461 0.038 -1.036 -1.127
C 1.687656 1.175744 8.937008 -0.049 -0.436 1.294
C 4.030713 0.969571 9.909933 -0.364 -0.698 0.801
C 4.279100 -0.529485 9.545186 0.254 0.432 0.969
O 3.565573 -1.407955 10.434746 -0.245 0.893 -1.073
H 1.833755 3.453033 10.654448 -0.240 -0.366 0.261
H 2.875327 3.486662 9.349619 0.797 -0.328 -0.006
H 3.490392 3.391956 11.087217 0.475 -0.955 -0.273
H 2.651370 1.422908 12.286740 -0.232 -0.001 -0.115
H 1.875139 -0.044071 11.605438 0.432 0.042 -0.138
H 0.938929 1.400425 11.645376 0.267 0.560 -0.173
H 1.569699 0.093892 8.875491 -0.529 0.023 0.355
H 2.125994 1.423805 7.970348 0.379 0.725 0.464
H 0.779648 1.731497 9.170997 -0.244 -0.377 -0.608
H 4.582487 1.231320 10.812778 -0.375 -0.283 0.324
H 4.454715 1.670990 9.191369 -0.293 -0.345 -0.484
H 5.330872 -0.768534 9.702433 0.288 0.714 -0.011
H 4.166184 -0.674103 8.470740 -0.855 -0.404 -0.058
H 4.120012 -2.176174 10.589774 -0.024 -0.134 0.117